{
  "formula": "C29H59AlBKMgN5O14PS",
  "method": "ωB97M-V/def2-TZVPD",
  "largest_force_ha_per_bohr": 0.15098,
  "orbital_gap_ev": 1.3,
  "molar_mass_g_mol": 866.05,
  "e_homo_ev": -5.807,
  "charge": 0,
  "lumo_ev": -4.517,
  "symbols": ["C", "C", "C", "C", "N", "C", "C", "N", "N", "C", "C", "C", "C", "C", "N", "C", "N", "C", "B", "O", "O", "C", "C", "H", "H", "H", "H", "H", "H", "H", "H", "H", "H", "H", "H", "H", "H", "H", "H", "H", "H", "H", "H", "H", "H", "H", "H", "H", "H", "H", "H", "Mg", "C", "C", "C", "O", "C", "H", "H", "H", "H", "H", "H", "H", "H", "C", "C", "C", "O", "H", "H", "H", "H", "H", "H", "H", "C", "C", "C", "S", "O", "O", "C", "H", "H", "H", "H", "H", "H", "H", "H", "O", "P", "O", "O", "O", "Al", "O", "H", "K", "C", "C", "O", "O", "H", "H", "H", "C", "O", "H", "H", "H", "H"],
  "positions_angstrom": [[4.157, -0.862, -0.236], [2.827, -0.562, -0.924], [1.692, -0.490, 0.065], [0.436, 0.031, -0.610], [-0.645, -0.254, 0.307], [-2.051, 0.210, 0.026], [-2.753, -1.020, 0.428], [-3.069, -2.120, 0.648], [-2.244, 0.473, -1.392], [-3.124, -0.142, -2.064], [-2.730, -1.296, -2.942], [-4.563, 0.128, -2.130], [-2.416, 1.462, 0.884], [-1.591, 1.444, 2.068], [-0.966, 1.370, 3.045], [-2.122, 2.743, 0.090], [-3.151, 2.934, -0.918], [-3.722, 4.286, -0.949], [-3.926, 1.548, 1.423], [-4.138, 2.257, 2.579], [-4.948, 0.959, 0.770], [-5.863, 0.208, 1.633], [-6.482, -0.876, 0.830], [4.911, -0.189, -0.616], [4.456, -1.862, -0.473], [4.025, -0.742, 0.827], [2.878, 0.369, -1.466], [2.616, -1.349, -1.641], [1.974, 0.135, 0.894], [1.445, -1.489, 0.402], [0.385, -0.525, -1.546], [0.521, 1.079, -0.816], [-0.733, -1.255, 0.378], [-1.639, -1.369, -3.056], [-3.229, -1.289, -3.894], [-3.107, -2.182, -2.404], [-4.789, 0.982, -1.525], [-4.794, 0.385, -3.155], [-5.159, -0.741, -1.875], [-2.140, 3.572, 0.777], [-1.125, 2.741, -0.325], [-2.766, 2.766, -1.830], [-2.932, 5.021, -0.955], [-4.256, 4.415, -1.869], [-4.385, 4.411, -0.108], [-4.446, 3.141, 2.363], [-5.295, -0.221, 2.440], [-6.589, 0.896, 2.021], [-6.811, -0.521, -0.131], [-7.337, -1.268, 1.352], [-5.808, -1.698, 0.666], [6.394, 0.236, 0.576], [4.787, -1.050, -6.524], [5.705, -1.778, -5.543], [5.916, -0.735, -4.460], [4.722, 0.044, -4.442], [3.913, -0.237, -5.577], [4.211, -1.708, -7.174], [5.384, -0.394, -7.154], [5.168, -2.675, -5.116], [6.631, -2.142, -5.981], [6.765, -0.092, -4.705], [6.087, -1.159, -3.468], [3.033, -0.819, -5.244], [3.555, 0.694, -6.010], [-5.259, -5.923, 0.731], [-6.575, -5.462, 0.049], [-6.580, -6.038, -1.416], [-6.627, -4.123, -0.100], [-4.483, -5.501, 0.116], [-5.151, -5.571, 1.755], [-5.157, -7.010, 0.757], [-7.438, -5.935, 0.548], [-5.719, -5.660, -1.960], [-7.489, -5.740, -1.929], [-6.537, -7.127, -1.362], [2.103, 1.774, 6.091], [3.349, 2.646, 5.848], [4.311, 1.831, 4.984], [3.294, 0.725, 4.023], [3.591, -0.647, 4.394], [3.328, 1.114, 2.620], [1.721, 1.195, 4.729], [1.282, 2.347, 6.517], [2.345, 0.964, 6.783], [3.072, 3.558, 5.319], [3.831, 2.943, 6.775], [4.884, 2.466, 4.314], [4.984, 1.224, 5.584], [1.068, 0.327, 4.778], [1.283, 1.951, 4.081], [-1.555, 6.971, -1.936], [-1.990, 7.012, -3.396], [-1.942, 8.447, -3.897], [-3.413, 6.478, -3.530], [-1.064, 6.119, -4.215], [3.757, -3.709, -4.196], [-6.125, -3.198, -1.816], [-5.960, -3.375, -0.858], [-1.089, -2.491, -1.956], [7.745, 4.576, 3.621], [6.528, 4.387, 4.545], [5.438, 4.877, 4.172], [6.725, 3.732, 5.592], [7.486, 5.151, 2.733], [8.536, 5.097, 4.162], [8.122, 3.598, 3.315], [4.282, -4.958, 1.199], [3.567, -3.799, 0.760], [4.528, -5.545, 0.316], [5.208, -4.681, 1.706], [3.676, -5.568, 1.870], [3.354, -3.276, 1.539]],
  "atomic_forces_ev_per_a": [[-1.065, 0.005, -0.810], [0.143, 0.025, 0.308], [-0.246, 0.237, -0.697], [0.343, -0.329, 1.001], [-1.042, 0.032, -0.636], [0.573, 2.058, 0.187], [-1.139, -1.896, 0.366], [0.324, 1.639, -0.512], [1.049, -2.733, 0.619], [-0.241, 0.229, -0.890], [-0.884, 1.295, -2.040], [-0.348, 0.267, 0.442], [0.364, -0.493, 0.133], [1.400, -0.344, 2.280], [-1.000, 0.211, -1.488], [-0.681, 0.222, -0.475], [-0.248, 0.127, -0.087], [0.633, -0.391, 0.055], [0.037, 0.629, -0.289], [0.216, 0.101, -0.071], [0.043, -1.273, 0.169], [0.361, 0.615, -0.618], [-0.251, -0.249, -0.165], [-0.263, 0.066, -0.501], [0.512, -0.570, 0.208], [0.283, 0.075, 0.570], [0.070, 0.367, -0.294], [-0.092, -0.262, -0.523], [-0.034, 0.159, 0.544], [0.188, -0.438, 0.536], [-0.320, 0.234, -0.769], [-0.111, 0.541, -0.255], [0.524, -0.209, 0.626], [-2.666, 2.823, -2.582], [-0.233, 0.017, -0.520], [-0.590, 0.377, -0.378], [-0.309, 0.255, 0.476], [-0.065, -0.035, -0.522], [-0.252, -0.235, 0.116], [-0.009, 0.385, 0.407], [0.455, -0.162, -0.136], [0.158, -0.104, -0.213], [0.123, 0.610, 0.169], [-0.438, 0.108, -0.388], [-0.294, 0.235, 0.331], [-0.280, 0.260, 0.354], [0.166, -0.036, 0.553], [-0.359, 0.307, 0.267], [-0.247, 0.248, -0.387], [-0.440, -0.217, 0.235], [0.416, -0.274, -0.052], [1.107, 0.399, 0.765], [-0.082, -0.130, 0.093], [-0.042, 0.117, -0.179], [-0.153, 0.057, -0.045], [-0.082, -0.001, 0.265], [0.034, -0.137, 0.080], [0.032, -0.015, -0.026], [0.044, 0.022, -0.021], [0.612, 0.418, -0.354], [-0.018, -0.201, 0.041], [0.054, -0.058, -0.016], [0.009, 0.046, 0.032], [0.019, 0.052, -0.105], [-0.032, 0.037, 0.031], [-0.579, 0.246, -0.154], [1.406, -2.163, -1.214], [-0.217, -0.651, 0.338], [-1.521, 0.886, 0.597], [0.671, 0.061, -0.028], [-0.124, 0.228, -0.016], [-0.183, 0.055, -0.186], [-0.276, 0.883, -0.140], [0.035, 0.107, 0.125], [-0.054, 0.123, 0.051], [-0.011, 0.025, -0.016], [0.223, 0.016, -0.029], [-0.308, -0.086, -0.052], [0.146, 0.216, 0.102], [0.038, 0.604, 0.529], [-0.058, -0.246, -0.448], [0.073, -0.570, -0.395], [-0.006, 0.100, 0.235], [-0.047, 0.011, -0.005], [-0.035, -0.035, 0.016], [0.092, 0.043, -0.037], [0.105, 0.037, -0.019], [0.047, 0.077, -0.021], [0.021, -0.084, -0.048], [0.025, -0.034, -0.119], [0.034, -0.049, -0.012], [-0.415, 0.236, 0.221], [-0.074, -0.129, 0.044], [0.570, 0.033, 0.030], [0.049, -0.542, 0.241], [-0.196, 0.103, -0.493], [-0.237, -0.056, 0.417], [-0.942, -1.147, -0.465], [1.904, 1.370, 1.079], [4.326, -4.443, 4.671], [-0.070, 0.147, -0.124], [-0.186, 0.015, 0.063], [-0.190, -0.039, -0.280], [0.187, -0.325, 0.209], [-0.043, 0.013, 0.009], [0.077, -0.081, 0.033], [0.083, -0.028, 0.073], [-0.075, 0.177, 0.043], [-0.046, -0.278, -0.062], [-0.013, 0.021, -0.013], [0.017, -0.018, -0.006], [0.008, -0.032, -0.001], [0.036, 0.091, 0.045]]
}